# 1
{
  "formula": "C3H3O3S",
  "method": "ωB97M-V/def2-TZVPD",
  "lumo_ev": 3.48,
  "smiles": "COC(=S)C(=O)[O-]",
  "fmax_ev_per_a": 3.271,
  "e_tot_ev": -20138.008,
  "total_charge": -1,
  "orbital_gap_ev": 7.3,
  "spin_multiplicity": 1,
  "symbols": ["C", "O", "C", "S", "C", "O", "O", "H", "H", "H"],
  "positions_angstrom": [[0.901054, 1.218515, -0.697594], [-0.021113, 0.158447, -0.693585], [-0.232347, -0.470449, 0.407815], [0.423181, -0.079603, 1.871585], [-1.363164, -1.578647, 0.378199], [-0.874534, -2.699383, 0.189854], [-2.429565, -0.954465, 0.472095], [0.633620, 2.039612, -0.010255], [1.110893, 1.368381, -1.730532], [1.851975, 0.997591, -0.187582]],
  "forces_ev_per_angstrom": [[1.29, 0.27, 1.48], [0.26, 0.31, -1.26], [-0.98, -1.08, 2.46], [0.49, 0.22, 0.08], [2.30, 2.04, -1.12], [-1.47, -0.49, 0.26], [-0.87, -1.47, 0.10], [-0.79, 0.14, -0.99], [-0.13, 0.92, -0.66], [-0.10, -0.86, -0.35]]
}

***

# 2
{
  "formula": "C24H58P2Si4TeW",
  "method": "ωB97M-V/def2-TZVPD",
  "lumo_ev": [-6.13, -7.17],
  "fmax_ev_per_a": 1.828,
  "e_tot_ev": -85020.345,
  "total_charge": 2,
  "orbital_gap_ev": [6.3, 5.6],
  "spin_multiplicity": 3,
  "symbols": ["P", "P", "C", "C", "H", "H", "H", "H", "C", "H", "H", "H", "C", "H", "H", "H", "C", "H", "H", "H", "C", "H", "H", "H", "W", "C", "C", "C", "C", "C", "C", "C", "C", "C", "H", "H", "H", "H", "H", "H", "H", "H", "H", "H", "H", "H", "H", "H", "H", "C", "Si", "C", "C", "Si", "Te", "Si", "C", "C", "C", "Si", "C", "C", "C", "H", "H", "H", "H", "H", "H", "H", "H", "H", "H", "H", "H", "H", "H", "H", "H", "H", "H", "H", "H", "H", "H", "H", "H", "H", "H", "H"],
  "positions_angstrom": [[-4.496823, 1.708648, 2.413423], [-5.351595, 0.398537, -1.077409], [-5.858863, 2.028040, 1.230241], [-6.410672, 0.886881, 0.347605], [-5.551036, 2.891860, 0.611839], [-6.686917, 2.388460, 1.865514], [-6.645980, -0.011058, 0.944179], [-7.344421, 1.223361, -0.126092], [-5.833884, 1.523726, -2.412211], [-5.186674, 1.360047, -3.285249], [-5.736994, 2.567723, -2.079424], [-6.877943, 1.310017, -2.683415], [-6.037152, -1.223534, -1.533858], [-6.956562, -1.063674, -2.113757], [-6.261687, -1.826614, -0.643523], [-5.310871, -1.762667, -2.158773], [-3.671058, 3.260729, 2.789798], [-2.712842, 3.056159, 3.292136], [-4.295567, 3.865044, 3.463140], [-3.486235, 3.833934, 1.871276], [-5.207358, 0.987260, 3.906219], [-5.615606, -0.014578, 3.690979], [-6.016415, 1.634663, 4.281228], [-4.425897, 0.903104, 4.676395], [-0.594204, 0.341097, 0.525017], [-1.658936, -1.514692, -0.228861], [-1.558686, -0.559237, -1.280084], [-2.402618, 0.619248, -1.608878], [-2.571293, 1.742982, -0.512287], [-2.317787, 1.380451, 0.946133], [-3.295548, 0.515650, 1.805125], [-3.772847, -0.687570, 0.988856], [-2.743361, -1.801644, 0.765188], [-0.076381, -0.654564, 2.216506], [-0.893953, -2.295676, -0.304364], [-0.789526, -0.795195, -2.017971], [-3.414237, 0.303626, -2.006387], [-1.985592, 1.128582, -2.505288], [-1.923747, 2.592706, -0.790787], [-3.573325, 2.199781, -0.603731], [-1.883446, 2.232382, 1.489045], [-2.793463, 0.161494, 2.726486], [-4.001049, -0.280901, -0.046904], [-4.714555, -1.112906, 1.390242], [-2.308478, -2.116657, 1.730000], [-3.325560, -2.688616, 0.432218], [0.390412, -1.623708, 1.995503], [-0.890221, -0.786232, 2.936627], [0.678854, 0.016995, 2.655232], [2.656859, -3.321138, 0.732002], [3.575874, -2.642448, -0.762922], [5.333595, -3.339515, -0.799243], [2.672464, -3.169774, -2.332193], [3.637603, -0.302856, -0.620798], [1.460762, 1.259710, -0.582154], [4.881369, 0.295211, 1.254673], [6.677715, -0.275445, 1.148737], [4.858644, 2.172426, 1.427354], [4.064870, -0.483570, 2.764473], [4.714935, 0.504139, -2.520404], [6.503355, -0.088495, -2.606544], [3.778360, -0.096885, -4.039003], [4.692473, 2.385099, -2.469740], [2.328880, -4.341644, 0.482942], [1.768465, -2.732360, 0.990984], [3.305948, -3.376888, 1.616168], [5.242577, -4.434632, -0.715130], [5.852222, -3.114812, -1.741440], [5.956167, -2.987120, 0.033573], [1.757745, -2.582489, -2.495565], [3.308222, -3.085125, -3.224430], [2.384015, -4.225231, -2.207584], [7.210869, 0.152286, 0.290173], [7.183156, 0.071900, 2.063616], [6.778565, -1.367235, 1.105864], [3.852628, 2.588038, 1.280095], [5.188984, 2.418411, 2.448844], [5.542099, 2.658052, 0.716565], [2.972796, -0.368369, 2.768497], [4.296140, -1.554054, 2.850137], [4.461665, 0.024312, 3.656857], [6.617603, -1.165767, -2.433378], [6.866661, 0.132111, -3.621957], [7.147101, 0.445118, -1.895307], [2.692034, 0.016535, -3.923102], [4.095397, 0.521487, -4.892118], [3.994224, -1.147766, -4.272157], [3.709769, 2.786298, -2.190312], [5.440274, 2.785019, -1.771862], [4.935518, 2.744001, -3.481114]],
  "forces_ev_per_angstrom": [[-1.15, -0.65, -0.15], [-0.83, 0.74, -0.66], [-0.24, 0.43, -0.05], [-0.35, -0.14, -0.07], [-0.10, -0.33, 0.20], [0.29, 0.06, -0.14], [0.01, 0.39, -0.21], [-0.01, 0.02, 0.53], [-0.90, -0.07, -0.17], [-0.21, 0.09, 0.22], [-0.03, -0.27, -0.18], [0.21, 0.39, -0.24], [-0.37, -0.02, -0.29], [0.13, -0.33, 0.17], [0.07, 0.14, -0.27], [-0.26, 0.10, 0.14], [-0.01, 0.25, 0.28], [-0.35, 0.10, -0.10], [0.09, -0.20, -0.18], [-0.05, -0.21, 0.27], [-0.18, 0.20, 0.18], [0.17, 0.39, 0.03], [0.28, -0.28, -0.06], [-0.26, 0.00, -0.21], [0.38, -1.55, 0.90], [0.30, 0.61, -1.17], [0.28, -1.54, 0.48], [-0.40, 1.17, -1.26], [-0.80, 0.65, -0.56], [1.29, 0.10, 0.34], [1.07, 0.51, -0.75], [-0.17, -0.33, -0.23], [-0.80, -0.22, 0.90], [0.65, -0.33, 0.48], [-0.25, 0.07, 0.04], [-0.25, 0.00, 0.12], [0.92, 0.05, 0.85], [0.15, -0.37, 0.65], [0.07, -0.38, 0.24], [0.06, -0.36, -0.32], [-0.63, 0.05, -0.04], [-0.07, 0.28, -0.28], [0.32, -0.59, 1.51], [0.57, 0.11, -0.10], [0.00, 0.00, -0.40], [0.45, 0.34, -0.09], [-0.01, 0.12, 0.30], [0.12, -0.09, -0.09], [0.02, -0.18, 0.19], [0.02, -0.28, -0.01], [-0.35, -0.27, -0.16], [-0.08, 0.16, 0.04], [-0.03, -0.12, 0.14], [0.46, -0.14, 0.05], [1.25, 0.66, -0.82], [0.09, 0.38, 0.48], [-0.08, -0.06, -0.06], [0.02, -0.06, 0.10], [0.11, 0.06, 0.17], [0.03, 0.39, -0.50], [-0.05, -0.04, 0.10], [0.03, 0.10, -0.05], [0.04, -0.02, -0.11], [0.05, 0.18, 0.20], [0.19, -0.12, -0.08], [-0.20, 0.03, -0.18], [0.04, 0.28, -0.03], [-0.16, -0.08, 0.26], [-0.18, -0.14, -0.23], [0.19, -0.13, -0.02], [-0.22, -0.02, 0.25], [0.06, 0.23, -0.18], [-0.15, -0.09, 0.23], [-0.12, -0.09, -0.22], [0.00, 0.28, 0.04], [0.22, -0.03, 0.07], [-0.07, 0.06, -0.29], [-0.19, -0.12, 0.19], [0.22, 0.00, -0.03], [-0.06, 0.25, -0.01], [-0.13, -0.21, -0.12], [0.00, 0.26, -0.07], [-0.06, -0.06, 0.24], [-0.16, -0.12, -0.20], [0.20, -0.02, -0.06], [-0.12, -0.23, 0.11], [-0.05, 0.26, 0.04], [0.21, -0.03, -0.11], [-0.18, -0.09, -0.16], [-0.04, 0.06, 0.27]]
}

***

# 3
{
  "formula": "CH3F2N",
  "method": "ωB97M-V/def2-TZVPD",
  "lumo_ev": 0.97,
  "smiles": "FCNF",
  "fmax_ev_per_a": 5.593,
  "e_tot_ev": -8007.642,
  "orbital_gap_ev": 11.5,
  "spin_multiplicity": 1,
  "symbols": ["F", "C", "N", "F", "H", "H", "H"],
  "positions_angstrom": [[-0.390594, 0.560243, -1.589468], [0.245613, 0.345925, -0.445874], [-0.729515, -0.306350, 0.602761], [-0.635434, -1.644950, 0.430030], [1.129464, -0.142428, -0.416415], [0.660798, 1.322807, -0.009630], [-0.280332, -0.135248, 1.428595]],
  "forces_ev_per_angstrom": [[0.04, -0.31, -0.87], [-2.79, 2.43, 4.19], [0.14, 3.11, -4.54], [0.23, -2.15, -0.24], [2.50, -2.83, -1.28], [-1.52, -0.65, -0.31], [1.39, 0.39, 3.05]]
}